#i
18
Properties=species:S:1:pos:R:3 method="wB97M-V/def2-TZVPD" smiles=CN(C)N(C)[SiH2]Cl orbital_gap_ev=9.30 e_homo_ev=-8.454 spin_multiplicity=1 total_charge=0
Cl 3.56792 0.73193 0.07976
Si 2.43832 -0.86486 -0.45693
N -0.13557 0.18072 -0.84611
N 0.48833 -0.70378 0.07788
C -1.49749 -0.37904 -0.76370
C 0.21645 -0.58918 1.51187
C -0.02132 1.55053 -0.35454
H -0.57626 2.12005 -0.98613
H 0.65422 -1.33454 2.08699
H 0.64217 0.28482 1.86054
H -0.76790 -0.76616 1.82161
H -0.58850 1.76862 0.56190
H -1.50195 -1.51672 -0.78916
H 2.70193 -1.71831 0.67405
H 2.72454 -1.44518 -1.74351
H -1.92434 -0.04270 -1.78772
H 1.09356 1.96472 -0.20645
H -2.16892 -0.06359 0.00193


#ii
18
Properties=species:S:1:pos:R:3 method="wB97M-V/def2-TZVPD" smiles=C[Si](C)(C)NNCl orbital_gap_ev=9.81 e_homo_ev=-9.117 spin_multiplicity=1 total_charge=0
Cl -3.58106 -0.10631 0.01172
Si -0.04361 -0.08645 -0.01036
N -1.23181 0.84168 0.93462
N -2.34493 1.21248 0.28738
C 1.64739 -0.07429 0.82541
C -0.53131 -1.97033 -0.19510
C -0.13557 0.93102 -1.64346
H -0.15046 -2.44984 -1.10570
H 1.55999 -0.36311 1.96900
H 2.24555 0.83687 0.94080
H -2.83776 1.99060 0.88922
H 0.14056 -2.35406 0.51716
H 0.75865 1.59868 -1.85817
H -1.35285 0.64675 1.91804
H -1.55415 -2.24160 -0.06268
H -0.03741 0.28560 -2.52582
H 2.37764 -0.73361 0.29550
H -1.16155 1.39784 -1.82052


Quick ranking, most stable first: #ii, #i.